[1]
Molecular formula: C42H35FGaIN3O5Si
Method: DFT, ωB97M-V with the def2-TZVPD basis set

Output
frontier orbital gap (spin up / spin down) = 7.05 / 7.66 eV
calculated total energy = -129904.0052 eV
multiplicity = 2

Each line ends with the Mulliken charge.
Geometry (Å):
Ga (-0.427, -0.347, -0.513)  0.418
C (1.356, -7.627, 0.463)  -1.447
C (2.484, -6.629, 0.733)  -0.271
C (3.313, -6.973, 1.968)  -1.023
C (2.436, -6.912, 3.213)  -1.186
C (1.688, -5.609, 3.275)  1.238
C (1.189, -5.150, 4.476)  -0.694
C (0.530, -3.925, 4.534)  0.058
F (0.048, -3.519, 5.723)  -0.363
C (0.386, -3.121, 3.432)  -1.054
C (0.877, -3.568, 2.200)  0.032
C (0.743, -2.706, 1.023)  1.513
O (0.153, -1.605, 1.106)  -0.479
C (1.314, -3.239, -0.170)  -0.211
C (1.856, -4.491, -0.181)  -0.270
N (1.945, -5.284, 0.889)  0.140
C (1.501, -4.833, 2.112)  -0.487
C (1.384, -2.471, -1.461)  0.135
O (2.043, -2.913, -2.379)  -0.744
O (0.739, -1.354, -1.526)  -0.243
H (1.760, -8.635, 0.416)  0.389
H (0.880, -7.402, -0.488)  0.392
H (0.595, -7.590, 1.236)  0.383
H (3.140, -6.610, -0.144)  0.509
H (4.131, -6.252, 2.051)  0.356
H (3.748, -7.966, 1.852)  0.433
H (3.051, -7.033, 4.108)  0.463
H (1.726, -7.743, 3.197)  0.336
H (1.308, -5.728, 5.380)  0.532
H (-0.081, -2.150, 3.491)  0.693
H (2.255, -4.859, -1.117)  0.541
O (1.075, 0.493, 2.467)  -0.602
N (0.922, 1.623, 3.001)  0.449
C (1.771, 2.028, 3.973)  -0.147
C (1.657, 3.252, 4.586)  -0.660
C (0.636, 4.111, 4.209)  -0.759
C (-0.232, 3.694, 3.215)  -0.619
C (-0.085, 2.460, 2.620)  -0.228
H (2.545, 1.315, 4.214)  0.434
H (2.362, 3.519, 5.356)  0.402
H (0.518, 5.080, 4.663)  0.453
H (-1.036, 4.334, 2.886)  0.488
H (-1.508, 1.074, 1.851)  0.643
O (-0.726, 0.749, -2.031)  0.279
Si (-1.135, 1.982, -2.934)  -0.932
C (-3.000, 1.882, -3.209)  0.604
C (-3.425, 0.878, -4.075)  -0.344
C (-4.768, 0.632, -4.280)  -0.701
C (-5.717, 1.385, -3.611)  -0.516
C (-5.312, 2.397, -2.759)  -0.793
C (-3.965, 2.639, -2.559)  0.160
C (-0.509, 3.720, -2.209)  0.379
C (0.488, 4.923, -0.200)  -1.141
C (0.194, 6.225, -0.453)  -0.572
C (-0.767, 6.751, -1.334)  -0.658
C (-1.447, 6.093, -2.367)  -0.834
C (-1.312, 4.807, -2.794)  -0.934
C (-0.154, 2.057, -4.558)  0.775
C (-0.674, 2.603, -5.726)  -0.155
C (0.134, 2.825, -6.829)  -0.770
C (1.481, 2.510, -6.778)  -0.457
C (2.009, 1.936, -5.635)  -0.642
C (1.193, 1.712, -4.540)  -0.393
H (-2.682, 0.279, -4.578)  0.422
H (-5.075, -0.155, -4.952)  0.409
H (-6.769, 1.179, -3.748)  0.383
H (-6.049, 2.992, -2.239)  0.420
H (-3.658, 3.419, -1.878)  0.233
H (1.326, 4.696, 0.444)  0.417
H (0.785, 6.960, 0.085)  0.382
H (-0.919, 7.821, -1.279)  0.372
H (-2.098, 6.724, -2.961)  0.399
H (-1.793, 4.545, -3.725)  0.302
H (-1.724, 2.859, -5.774)  0.333
H (-0.283, 3.260, -7.728)  0.391
H (2.118, 2.701, -7.631)  0.370
H (3.057, 1.675, -5.587)  0.423
H (1.599, 1.256, -3.648)  0.276
I (-2.799, -1.027, -0.047)  -0.437
C (-0.984, 1.972, 1.500)  1.000
C (-1.958, 3.023, 1.046)  -2.404
C (-1.664, 3.824, 0.037)  -0.175
C (-0.336, 3.756, -0.666)  3.576
C (0.304, 2.436, -0.393)  -2.561
N (-0.103, 1.553, 0.423)  0.283
H (-2.908, 3.063, 1.555)  0.542
H (-2.345, 4.582, -0.315)  0.759
H (0.500, 3.799, -2.635)  0.737
H (1.083, 2.142, -1.087)  0.846

[2]
Molecular formula: C42H35FMnN7O6S
Method: DFT, ωB97M-V with the def2-TZVPD basis set

Output
frontier orbital gap (spin up / spin down) = 5.10 / 6.48 eV
calculated total energy = -111695.9547 eV
charge = +2
multiplicity = 5

Each line ends with the Mulliken charge.
Geometry (Å):
Mn (0.218, -0.387, 0.097)  -0.538
C (1.701, -7.174, -1.213)  -1.125
C (0.211, -6.926, -0.955)  -0.904
N (-0.201, -5.521, -1.046)  0.178
C (-0.156, -4.282, 1.182)  -0.383
C (-0.396, -2.798, 0.920)  1.640
C (-0.477, -1.864, 2.164)  -0.002
O (-0.999, -2.240, 3.174)  -0.590
O (0.100, -0.703, 1.936)  -0.504
C (-0.137, -2.350, -1.210)  3.146
O (-0.047, -1.065, -1.633)  -0.934
C (0.097, -3.378, -2.300)  -0.567
C (0.410, -2.816, -3.535)  -0.471
C (0.604, -3.565, -4.668)  -0.028
F (0.891, -2.904, -5.811)  -0.376
C (0.471, -4.950, -4.638)  -0.526
C (0.162, -5.511, -3.403)  -1.123
C (-0.003, -4.793, -2.209)  0.416
N (0.665, -5.805, -5.750)  0.268
C (-0.377, -6.767, -6.081)  -0.571
C (0.298, -8.075, -6.527)  -0.783
N (1.655, -7.732, -7.062)  -0.126
C (1.599, -6.492, -7.893)  -0.773
C (1.315, -5.301, -6.960)  -0.735
H (1.872, -8.239, -1.372)  0.409
H (2.298, -6.868, -0.357)  0.282
H (2.060, -6.629, -2.083)  0.278
H (-0.004, -7.248, 0.062)  0.544
H (-0.408, -7.556, -1.605)  0.509
H (-0.474, -4.572, 2.182)  0.480
H (0.487, -1.741, -3.617)  0.763
H (0.033, -6.583, -3.366)  0.689
H (-1.020, -6.380, -6.882)  0.365
H (-1.011, -6.957, -5.221)  0.402
H (-0.275, -8.568, -7.309)  0.364
H (0.431, -8.767, -5.698)  0.435
H (2.046, -8.516, -7.584)  0.341
H (2.264, -7.536, -6.265)  0.374
H (0.816, -6.627, -8.636)  0.360
H (2.544, -6.359, -8.414)  0.388
H (0.708, -4.572, -7.503)  0.453
H (2.246, -4.815, -6.674)  0.516
O (2.201, 0.037, 0.177)  0.344
C (2.581, 1.445, 0.046)  2.627
C (1.224, 2.228, -0.061)  -0.286
O (1.194, 3.416, -0.170)  -0.565
O (0.175, 1.435, -0.077)  -0.525
C (3.398, 1.816, 1.276)  0.136
C (3.175, 2.939, 2.062)  -0.524
C (3.970, 3.175, 3.176)  -0.947
C (4.984, 2.296, 3.519)  -0.468
C (5.224, 1.182, 2.730)  -1.102
C (4.443, 0.948, 1.610)  -0.216
C (3.355, 1.647, -1.247)  -0.343
C (3.867, 2.906, -1.547)  -0.294
C (4.606, 3.096, -2.702)  -0.934
C (4.846, 2.033, -3.563)  -0.478
C (4.329, 0.782, -3.272)  -1.012
C (3.579, 0.586, -2.121)  -0.102
H (2.734, -0.317, 0.909)  0.110
H (2.390, 3.636, 1.812)  0.511
H (3.787, 4.053, 3.780)  0.440
H (5.595, 2.483, 4.392)  0.425
H (6.031, 0.505, 2.973)  0.420
H (4.696, 0.111, 0.963)  0.413
H (3.674, 3.735, -0.880)  0.493
H (4.999, 4.077, -2.930)  0.421
H (5.435, 2.183, -4.458)  0.410
H (4.514, -0.049, -3.940)  0.442
H (3.167, -0.392, -1.910)  0.215
S (-5.564, -4.931, -1.071)  0.140
N (-5.472, -3.318, -0.945)  -0.690
C (-4.225, -3.006, -0.723)  0.727
C (-3.722, -1.667, -0.467)  0.390
C (-4.507, -0.514, -0.430)  -0.744
C (-3.910, 0.700, -0.137)  -1.035
C (-2.546, 0.759, 0.088)  -0.384
N (-1.795, -0.346, 0.043)  0.619
C (-2.361, -1.532, -0.205)  -0.003
C (-1.431, -2.675, -0.225)  0.702
N (0.720, -2.372, 0.060)  -0.397
C (1.776, -3.318, 0.264)  -0.404
C (1.336, -4.371, 0.944)  -1.679
C (-1.002, -5.034, 0.073)  -0.941
C (-2.003, -4.013, -0.365)  -0.806
C (-3.350, -4.166, -0.658)  0.495
N (-4.019, -5.309, -0.839)  -0.647
H (-5.567, -0.592, -0.630)  0.605
H (-4.489, 1.611, -0.092)  0.461
H (-2.034, 1.688, 0.289)  0.643
H (2.763, -3.126, -0.132)  0.668
H (1.935, -5.211, 1.259)  0.738
H (-1.512, -5.896, 0.500)  1.395

Ordered F_max results: 0.8; 1.9; unit eV/Å.